C5H5NO | ωB97M-V/def2-TZVPD

ORCA input file:
```
! wB97M-V def2-TZVPD RIJCOSX def2/J DEFGRID3
* xyz 0 1
O -2.122 -0.830 1.457
C -1.099 -0.773 0.818
C -0.497 0.514 0.421
C 0.975 0.692 0.423
C 0.518 0.613 -0.990
C 0.735 -0.643 -1.664
N 0.896 -1.617 -2.273
H -0.533 -1.669 0.500
H -1.070 1.411 0.678
H 1.488 -0.190 0.809
H 1.346 1.630 0.818
H -0.637 0.862 -0.997
*
```

SMILES	N#C[C@@H]1C[C@@H]1C=O
Kohn-Sham gap	9.55	eV
ΔE to the lowest compared entry with this formula, charge and spin	3.808	eV
calculated total energy	-8799.6109	eV

***

C3H8O | ωB97M-V/def2-TZVPD

ORCA input file:
```
! wB97M-V def2-TZVPD RIJCOSX def2/J DEFGRID3
* xyz -1 2
C -0.514 0.656 -0.838
O -1.702 1.007 -1.265
C -0.576 0.038 0.538
C 0.757 -0.633 0.971
H 0.165 1.480 -0.966
H 0.676 -0.460 -1.952
H -0.130 -0.260 -1.662
H -1.416 -0.594 0.669
H -0.793 0.932 1.231
H 1.426 0.204 1.156
H 1.334 -1.208 0.211
H 0.771 -1.164 1.908
*
```

<S²>	0.75
Kohn-Sham gap (alpha / beta)	4.83 / 7.36	eV
ΔE to the lowest compared entry with this formula, charge and spin	1.967	eV
calculated total energy	-5284.5476	eV

***

C2H2O2PTl | ωB97M-V/def2-TZVPD

ORCA input file:
```
! wB97M-V def2-TZVPD RIJCOSX def2/J DEFGRID3
* xyz 0 1
P 1.681 1.182 -0.294
O 0.931 -0.126 -1.040
C 0.088 -0.897 0.182
H 0.619 -1.300 1.075
H -0.462 -1.770 -0.189
C -0.664 0.314 0.583
O 0.248 1.267 0.754
Tl -2.440 1.331 -1.071
*
```

Kohn-Sham gap (alpha / beta)	5.72 / 6.32	eV
ΔE to the lowest compared entry with this formula, charge and spin	0.000	eV
calculated total energy	-20178.9581	eV

***

H2K | ωB97M-V/def2-TZVPD

ORCA input file:
```
! wB97M-V def2-TZVPD RIJCOSX def2/J DEFGRID3
* xyz 1 1
H -0.156 0.846 1.225
H -0.702 1.091 1.706
K -0.215 -1.494 2.961
*
```

Kohn-Sham gap	14.78	eV
calculated total energy	-16350.9932	eV

***

C2H12F6NaO12S2 | ωB97M-V/def2-TZVPD

ORCA input file:
```
! wB97M-V def2-TZVPD RIJCOSX def2/J DEFGRID3
* xyz -1 1
Na 2.297 15.705 1.445
C -1.950 15.737 0.036
F -1.986 16.773 0.896
F -1.775 14.618 0.733
F -3.160 15.648 -0.547
S -0.658 15.946 -1.266
O 0.595 16.050 -0.551
O -0.783 14.760 -2.058
O -1.097 17.153 -1.921
C 1.711 11.452 2.706
F 2.928 11.707 2.189
F 1.546 10.126 2.779
F 1.721 11.952 3.970
S 0.353 12.225 1.744
O -0.813 11.938 2.533
O 0.764 13.622 1.719
O 0.429 11.546 0.483
O 3.175 14.311 -0.691
H 2.344 13.983 -1.058
H 3.599 14.792 -1.405
O 0.509 16.012 2.932
H -0.305 16.359 3.303
H 0.381 15.041 2.862
O 2.329 18.125 2.308
H 2.170 19.064 2.435
H 1.524 17.682 2.625
O 4.127 17.309 0.440
H 3.694 17.901 1.068
H 4.968 17.724 0.235
O 4.139 14.746 2.540
H 5.016 15.086 2.345
H 4.242 14.179 3.310
O 2.989 16.670 4.888
H 3.227 16.999 4.012
H 3.604 17.101 5.486
*
```

Kohn-Sham gap	7.23	eV
ΔE to the lowest compared entry with this formula, charge and spin	1.058	eV
calculated total energy	-69236.3885	eV

***

C2H3NS2 | ωB97M-V/def2-TZVPD

ORCA input file:
```
! wB97M-V def2-TZVPD RIJCOSX def2/J DEFGRID3
* xyz 0 1
C 0.980 -1.315 0.080
C -0.700 0.024 0.047
N -0.505 1.365 0.120
S 2.503 -0.787 0.029
S -2.127 -0.706 -0.014
H 0.636 -2.395 0.007
H 0.461 1.775 -0.137
H -1.249 2.040 -0.132
*
```

Kohn-Sham gap	7.31	eV
ΔE to the lowest compared entry with this formula, charge and spin	2.459	eV
calculated total energy	-25280.1114	eV

***

C3H6LaO3 | ωB97M-V/def2-TZVPD

ORCA input file:
```
! wB97M-V def2-TZVPD RIJCOSX def2/J DEFGRID3
* xyz 1 1
O -0.591 0.016 0.735
C -0.048 1.151 0.044
C 1.030 0.550 -0.850
O 1.481 -0.594 -0.153
C 0.368 -1.391 0.157
La -2.719 -1.189 0.284
H 0.314 1.709 0.916
H 1.867 1.251 -0.956
H 0.619 0.277 -1.836
H 0.505 -1.916 1.113
H 0.464 -2.222 -0.568
H -0.655 1.890 -0.492
O -2.635 0.469 1.606
*
```

Kohn-Sham gap	6.83	eV
ΔE to the lowest compared entry with this formula, charge and spin	2.358	eV
calculated total energy	-10198.0656	eV

***

C3H2Br4 | ωB97M-V/def2-TZVPD

ORCA input file:
```
! wB97M-V def2-TZVPD RIJCOSX def2/J DEFGRID3
* xyz 0 1
C -1.393 -0.374 -0.878
C -0.531 -0.810 0.002
C 1.103 0.725 0.553
Br -0.442 -2.070 1.296
Br 0.386 2.354 1.374
Br 2.220 -0.325 1.692
Br 1.924 1.124 -1.173
H -2.148 -0.905 -1.252
H -1.118 0.281 -1.615
*
```

Kohn-Sham gap (alpha / beta)	8.38 / 8.39	eV
ΔE to the lowest compared entry with this formula, charge and spin	2.939	eV
calculated total energy	-283308.9544	eV